No. 1
This record from the OMol25 dataset describes one molecule with the formula C2H2ClO2P. The level of theory is wB97M-V/def2-TZVPD.

XYZ file:
```
8
Properties=species:S:1:pos:R:3:forces:R:3:nbo_charge:R:1
C 3.81359 -1.19934 -0.28523 -0.634 -3.668 0.704 0.2447
C -0.14837 0.14994 -0.29189 2.803 -1.858 0.089 -0.3807
O 3.59141 -2.35401 -0.15104 0.661 2.797 -0.891 -0.4114
O 4.20579 1.54966 -0.02464 0.048 0.042 -0.181 -1.0231
P 3.50797 0.37727 0.53495 1.154 0.643 1.086 1.1410
Cl 1.43646 0.81733 -0.71500 -1.858 0.594 -0.775 0.0435
H -0.17262 0.25780 0.81711 -0.813 -0.201 -0.955 0.1905
H -0.01021 -0.90362 -0.75026 -1.362 1.650 0.922 0.1955
```
Forces are in eV/Å.

Computed properties:
Lowest unoccupied orbital energy (alpha / beta) (eV): -1.84 / -1.04
Orbital gap (alpha / beta) (eV): 6.0 / 8.6

***

No. 2
This record from the OMol25 dataset describes C17H19N5O5PPtSbSe4 as an isolated structure. The level of theory is wB97M-V/def2-TZVPD.

XYZ file:
```
53
Properties=species:S:1:pos:R:3:forces:R:3:nbo_charge:R:1
Pt -0.25127 0.51539 -0.25107 0.669 -0.539 -1.458 0.7650
N -1.84892 2.22097 3.09760 0.115 0.048 -0.020 -0.3330
C -2.05375 1.36923 2.08525 -0.303 -0.088 0.156 0.2599
N -0.94322 1.32284 1.39712 0.291 -0.183 0.320 -0.4364
C -0.09097 2.19111 2.00629 -0.255 -0.174 0.019 0.2903
N -0.61028 2.75782 3.06317 0.042 0.249 0.055 -0.2579
C 1.18215 2.43161 1.34062 0.232 0.071 -0.085 0.1369
C 2.17115 3.29431 1.78608 -0.126 0.133 0.264 0.0348
N 3.25949 3.57631 1.07993 -0.152 -0.055 -0.080 -0.3905
C 3.33166 2.99072 -0.11409 0.105 0.154 0.176 -0.0122
C 2.38542 2.09022 -0.56209 0.069 -0.289 -0.341 0.0217
N 1.32297 1.77460 0.17070 0.092 0.555 0.525 -0.3802
H -2.52484 2.57174 3.75114 -0.049 -0.040 -0.028 0.4182
H -2.97071 0.82846 1.88424 -0.035 0.132 -0.185 0.2943
H 2.05344 3.77675 2.74970 0.005 -0.001 -0.027 0.2037
H 4.17883 3.25657 -0.73365 0.005 -0.096 -0.051 0.1929
H 2.48010 1.60182 -1.52349 -0.117 -0.036 0.006 0.2322
C 2.94389 -1.74172 -0.44077 -0.134 0.106 0.027 -1.0311
P 1.63351 -2.53779 0.51677 0.127 -0.320 0.233 1.9605
C 0.46481 -3.25330 -0.65018 0.067 0.198 -0.057 -1.0430
C 2.48802 -3.99612 1.21051 0.013 0.054 -0.049 -1.0060
O 1.05502 -1.69453 1.59229 0.195 -0.073 0.150 -1.1005
H 3.35052 -2.41878 -1.19462 0.031 0.013 0.018 0.2252
H 3.72787 -1.42008 0.24721 0.023 -0.072 -0.011 0.2296
H 2.51313 -0.86919 -0.93065 -0.033 -0.037 -0.088 0.2835
H 0.89626 -4.10672 -1.17829 0.028 0.017 0.037 0.2195
H 0.15967 -2.48612 -1.36418 -0.091 0.013 0.029 0.3047
H -0.41454 -3.56005 -0.08374 -0.024 -0.025 -0.041 0.2612
H 2.92521 -4.61476 0.42406 -0.001 0.001 0.011 0.2175
H 1.77517 -4.59056 1.78296 -0.007 0.018 -0.002 0.2352
H 3.27758 -3.65052 1.87977 -0.022 -0.022 0.015 0.2284
Se -5.29482 1.42404 -0.09303 0.182 -0.128 0.040 -0.9603
Sb -3.27426 1.45209 -1.54885 -0.953 0.532 0.161 1.0712
Se -2.19856 -0.77797 -0.69618 -0.352 0.062 -0.135 -0.6350
Se -2.07561 3.51802 -0.81799 0.089 -0.192 -0.088 -0.9222
Se -3.84887 1.29379 -3.92854 0.191 -0.106 0.205 -0.8379
O -0.35936 1.38184 -3.12973 0.105 0.185 -0.062 -0.6032
C 0.26192 0.34646 -3.06829 -0.029 -0.064 0.060 0.7503
O 0.63503 -0.25992 -1.97009 -0.083 0.137 0.276 -0.8037
C 0.69286 -0.34075 -4.34089 0.115 -0.095 0.151 -0.0652
C 0.31313 0.22819 -5.54690 0.004 -0.054 -0.132 -0.1763
C 0.69114 -0.34235 -6.76550 0.003 0.048 0.016 -0.2660
C 1.44419 -1.48789 -6.70440 0.013 -0.053 -0.012 0.2006
O 1.93751 -2.24305 -7.75405 -0.024 0.044 0.000 -0.4971
C 2.65871 -3.31009 -7.15825 0.136 -0.078 -0.042 0.2438
O 2.58261 -3.18887 -5.74755 -0.053 -0.004 0.044 -0.5101
C 1.81932 -2.05668 -5.50529 0.011 0.050 -0.034 0.2654
C 1.46062 -1.51205 -4.29974 0.060 -0.006 -0.073 -0.2770
H -0.30221 1.11811 -5.51471 -0.015 -0.017 0.060 0.2654
H 0.40953 0.09928 -7.71198 -0.040 -0.040 0.005 0.2176
H 3.70778 -3.25944 -7.47198 0.004 0.046 0.021 0.1381
H 2.22922 -4.26746 -7.47041 -0.088 0.020 0.020 0.1435
H 1.75224 -1.94624 -3.35380 -0.037 0.000 0.003 0.2339
```
Forces are in eV/Å.

Computed properties:
Lowest unoccupied orbital energy (eV): 3.74
Orbital gap (eV): 4.2
Charge: -2

***

No. 3
This record from the OMol25 dataset describes a 14-piece molecular cluster, C5H37NO15 overall. The level of theory is wB97M-V/def2-TZVPD.

XYZ file:
```
58
Properties=species:S:1:pos:R:3:forces:R:3:nbo_charge:R:1
C 0.77447 -1.27629 2.44129 -3.130 -0.201 -0.628 -0.4331
N -0.24617 -0.91777 1.40318 2.180 4.203 1.534 -0.6184
C 0.17349 0.33902 0.65029 -0.073 -1.621 0.238 -0.1429
C -0.61736 0.48228 -0.72304 3.278 4.137 2.245 -0.4785
C -1.94502 1.07564 -0.32512 -2.261 -2.926 -1.455 -0.0683
O -2.45983 0.37411 0.76812 -2.038 -2.189 1.578 -0.7451
C 1.65992 0.52348 0.27898 -2.492 -2.865 -2.901 0.4383
O 1.93504 0.04059 -0.82667 1.535 1.709 1.813 -0.6071
H 0.41284 -0.85247 3.42494 0.739 -0.527 -0.828 0.1795
H 0.73987 -2.35688 2.39815 0.416 -0.250 0.666 0.2376
H 1.72311 -0.91377 2.15584 1.324 0.309 0.079 0.1676
H -0.49321 -1.58337 0.76471 0.189 -2.480 -1.563 0.3720
H 0.03579 1.09692 1.39218 -0.853 1.223 0.175 0.1712
H 0.00402 1.36958 -1.19689 -1.507 -1.934 0.304 0.2370
H -0.40660 -0.43025 -1.28348 -0.980 0.232 0.015 0.2489
H -2.67472 0.91262 -1.15280 0.169 0.593 -0.047 0.1312
H -2.11605 2.06918 0.05471 1.253 0.848 -0.626 0.2121
H -2.73424 -0.60109 0.66560 1.000 2.414 -0.326 0.4837
H 2.26420 1.10888 0.92743 1.264 0.480 0.415 0.1672
H 2.90730 1.90897 -2.01845 0.015 -1.779 -0.356 0.5350
H 3.94132 2.12201 -0.59269 1.355 -2.057 1.052 0.5280
O 3.38575 2.26280 -1.30706 -0.785 4.162 -0.948 -1.0418
H -1.85058 2.34826 2.89231 0.021 0.192 0.753 0.4838
H -0.65795 2.17110 3.84111 -1.043 1.128 -0.284 0.4838
O -1.32544 2.85634 3.55027 0.751 -1.828 -0.314 -0.9439
H -1.39702 -3.62151 0.65220 0.947 -0.979 1.440 0.5109
H -0.77138 -4.34523 2.07099 -0.167 -3.097 1.241 0.4896
O -0.92885 -3.62643 1.54462 0.457 3.284 -3.682 -1.0377
H -1.31893 0.55012 -4.28452 0.250 1.369 -2.758 0.4700
H -1.82547 0.60090 -2.93662 0.068 -0.410 0.447 0.4890
O -1.34263 0.01942 -3.53946 -0.280 -1.096 1.947 -0.9515
H -0.40434 4.83943 1.82428 0.093 0.763 -0.088 0.4778
H -0.79039 3.46179 1.87236 -0.272 -1.035 0.755 0.4795
O -0.57981 4.11628 1.22479 0.458 0.559 -0.889 -0.9734
H -0.50847 -3.40357 -3.73995 0.467 -0.821 -0.506 0.4874
H -0.95827 -1.96545 -3.58602 -0.363 -0.199 0.606 0.5206
O -0.97756 -2.84136 -3.14233 0.191 1.294 -0.546 -0.9743
H 2.73474 3.37075 0.01162 -0.119 0.067 -0.519 0.4908
H 1.83279 3.77264 1.15763 -0.901 0.405 0.168 0.4803
O 2.69601 3.43225 0.96905 0.674 -0.207 0.539 -0.9842
H -1.82523 -4.47243 -1.03906 -0.631 2.066 1.183 0.4754
H -1.55826 -3.23014 -1.66945 0.620 1.562 -1.481 0.4981
O -1.90350 -3.46953 -0.82796 -0.704 -3.794 0.319 -0.9519
H 2.54566 -4.40650 1.44676 -0.155 1.322 0.278 0.4796
H 1.28381 -4.58499 0.42404 -0.488 1.580 0.061 0.5005
O 2.02542 -4.94254 0.87879 0.674 -2.807 -0.269 -0.9801
H 2.07745 -1.89361 -0.82153 -0.730 -0.109 -0.810 0.4995
H 0.62900 -2.39799 -1.56316 2.473 0.551 2.352 0.4890
O 1.20709 -2.30043 -0.69840 -1.995 -1.693 -1.847 -0.9861
H -0.37337 4.31271 -0.94517 -2.089 -1.175 3.420 0.4718
H 0.56704 3.92138 -1.96217 1.019 -1.068 -0.458 0.4709
O 0.07453 4.65239 -1.64888 1.058 2.577 -2.579 -0.9542
H -1.42863 -2.54446 3.56310 -0.601 -0.459 0.351 0.4568
H -2.26378 -2.46004 2.39729 -0.434 -0.936 1.135 0.4760
O -2.30517 -2.88443 3.29420 0.044 1.886 0.076 -0.9375
H 0.34268 2.97080 -3.69385 0.418 -1.001 -0.048 0.5063
H 1.03829 1.57161 -3.16398 -0.246 -1.191 -0.996 0.4996
O 0.80664 2.46581 -3.00525 -0.064 1.821 0.569 -0.9867
```
Forces are in eV/Å.

Computed properties:
Lowest unoccupied orbital energy (eV): -0.44
Orbital gap (eV): 7.8

***

No. 4
This record from the OMol25 dataset describes C6H13O3Pr as an isolated structure. The level of theory is wB97M-V/def2-TZVPD.

XYZ file:
```
23
Properties=species:S:1:pos:R:3:forces:R:3:mulliken_spin:R:1
C -1.72922 -2.55656 1.16156 -0.781 -0.790 0.418 0.0059
O -1.02483 -1.35254 0.99581 -1.858 -0.267 0.778 -0.0023
C -0.51172 -0.75082 2.23892 1.952 -0.132 0.042 0.0079
C -0.36899 0.68320 1.99973 -2.400 0.054 1.724 -0.0082
O 0.51012 1.07806 0.85348 -0.331 0.707 -0.162 0.0013
C 0.15713 2.25913 0.16245 -0.148 0.805 -0.075 -0.0047
C 0.62833 2.12171 -1.26583 0.244 0.855 0.067 0.0069
O 0.11585 0.89149 -1.77019 -0.593 0.861 -0.720 -0.0150
C 0.28946 0.72907 -3.16984 -0.013 0.124 -0.684 0.0120
Pr 0.52537 -0.88361 -0.39575 2.295 -2.133 -0.560 2.9984
H -2.03988 -2.92710 0.17503 0.065 0.149 0.118 -0.0023
H -1.09013 -3.31747 1.63948 -0.279 0.272 -0.006 0.0004
H -2.62530 -2.36502 1.77199 0.374 -0.218 -0.134 -0.0014
H 0.47342 -1.22501 2.43046 -0.149 -0.327 0.136 0.0001
H 0.02726 1.21867 2.87138 -0.054 -0.320 -0.191 -0.0010
H 0.63544 3.13626 0.62432 -0.159 -0.167 -0.132 -0.0001
H -0.93536 2.40067 0.18470 0.287 -0.079 0.042 -0.0008
H 1.72871 2.10164 -1.32631 -0.208 0.028 -0.025 0.0012
H 0.25234 2.95973 -1.87092 0.126 -0.196 0.123 0.0011
H -0.03760 -0.27507 -3.45942 -0.006 0.078 0.174 0.0000
H -0.35474 1.44912 -3.69283 0.372 -0.145 -0.006 0.0002
H 1.35102 0.84356 -3.43473 -0.314 0.136 -0.064 -0.0009
H -1.47542 0.95921 1.90421 1.577 0.706 -0.864 0.0012
```
Forces are in eV/Å.

Computed properties:
Spin multiplicity: 4
Lowest unoccupied orbital energy (alpha / beta) (eV): -3.49 / -3.85
<S²>: 3.75
Orbital gap (alpha / beta) (eV): 5.7 / 6.6
Charge: +1

***

No. 5
This record from the OMol25 dataset describes a 2-piece molecular cluster, C4H11BINO4S overall. The level of theory is wB97M-V/def2-TZVPD.

XYZ file:
```
23
Properties=species:S:1:pos:R:3:forces:R:3:nbo_charge:R:1
N 2.38292 -1.25188 1.77671 -2.104 1.393 -3.255 -1.0578
B 2.43415 -0.89092 0.27558 3.840 -2.389 0.849 0.9013
O 3.62601 -1.24009 -0.57443 -4.839 -0.232 0.786 -0.8534
S 1.01595 0.03128 -0.54135 -0.887 0.605 -1.634 0.3216
C -0.49162 -1.09222 -0.81209 -1.650 -0.820 -1.022 -0.5186
C -1.31062 -1.43978 0.56663 -0.829 -0.758 -0.486 -0.4565
C -2.91584 -1.06226 0.28735 0.801 -2.008 -0.320 -0.5808
I -3.32230 1.03463 0.77288 0.273 -1.194 -0.427 0.1874
H 2.03353 -2.23479 1.81022 0.697 0.767 0.333 0.4097
H 1.62922 -0.63962 2.20691 1.184 -1.114 -0.303 0.3946
H 3.21349 -1.64290 -1.41364 1.290 1.072 1.440 0.4944
H 1.47795 0.28521 -1.86854 -0.562 -0.426 1.599 0.2415
H -1.21552 -0.46067 -1.52072 1.899 -0.947 1.633 0.2977
H -0.21895 -2.06748 -1.43329 -0.241 2.155 1.539 0.2555
H -1.30677 -2.62732 0.68654 0.307 2.639 -0.074 0.2334
H -0.88340 -0.91624 1.52920 -0.920 -1.024 -2.018 0.2439
H -3.58843 -1.82088 0.89801 1.387 1.923 -1.088 0.2472
H -3.11766 -1.30456 -0.85602 0.280 0.792 2.400 0.2245
C -0.06908 4.20583 -0.43012 -1.772 3.791 -0.561 0.9249
O -0.59577 3.45083 -1.28238 -0.933 -0.651 -1.195 -0.8655
O 0.82154 3.54576 0.29631 2.078 -2.069 1.512 -0.7433
O -0.24535 5.41809 -0.17475 0.037 -1.373 -0.412 -0.7531
H 0.64653 2.71997 -0.19903 0.666 -0.131 0.705 0.4514
```
Forces are in eV/Å.

Computed properties:
Lowest unoccupied orbital energy (eV): -2.23
Orbital gap (eV): 4.5

***

No. 6
This record from the OMol25 dataset describes a 9-piece molecular cluster, C9H27N9O18 overall. The level of theory is wB97M-V/def2-TZVPD.

XYZ file:
```
63
Properties=species:S:1:pos:R:3:forces:R:3:nbo_charge:R:1
C 2.10570 0.37110 -3.09619 -0.552 0.048 0.878 -0.4981
N 2.30566 0.92776 -4.45397 0.458 -0.597 0.696 0.5441
O 1.36641 1.01378 -5.19023 -0.921 0.044 -0.529 -0.3600
O 3.43459 1.26144 -4.71730 0.784 0.337 -0.221 -0.3924
H 1.14342 -0.12401 -3.01840 -0.015 -0.002 -0.355 0.2258
H 2.06883 1.21948 -2.41695 0.098 0.108 -0.102 0.2516
H 2.91363 -0.28540 -2.79202 0.184 0.021 -0.428 0.2224
C -4.82592 1.75874 0.47572 -2.311 0.304 -0.946 -0.5100
N -4.54755 2.90865 1.38147 0.463 -0.623 0.020 0.5363
O -4.46877 4.00352 0.87688 0.107 0.527 -0.376 -0.3897
O -4.42732 2.68259 2.56140 -0.025 -0.181 0.237 -0.3554
H -3.98588 1.29394 -0.02356 0.467 0.066 0.640 0.2470
H -5.48028 2.16247 -0.30445 0.521 0.299 -0.152 0.2286
H -5.54948 1.10439 0.95886 0.847 -0.461 0.521 0.2392
C -0.49723 1.05094 4.19179 0.066 -1.493 -0.806 -0.5057
N -0.44487 2.50683 4.43560 -0.437 -0.430 -0.280 0.5357
O -1.49508 3.08447 4.29684 -0.257 0.420 0.021 -0.3555
O 0.59734 3.00881 4.78442 0.477 -0.008 0.087 -0.3820
H -0.83707 0.53919 5.08760 0.195 0.240 0.233 0.2334
H 0.43722 0.63069 3.82182 0.382 0.504 0.577 0.2183
H -1.18634 0.76808 3.39765 -0.381 0.772 0.161 0.2540
C 0.57633 -0.24015 -0.05971 0.296 0.136 0.783 -0.4915
N -0.84906 0.21456 0.01994 0.926 0.437 0.011 0.5464
O -1.39798 0.21118 1.09925 -0.222 -0.181 -0.177 -0.3744
O -1.31630 0.67753 -1.00530 -0.258 -0.245 0.099 -0.4093
H 0.70336 -0.99128 -0.82763 -0.163 0.127 -0.174 0.2397
H 0.89425 -0.62503 0.90494 -0.396 -0.204 -0.003 0.2328
H 1.16739 0.66223 -0.20142 -0.142 0.056 -0.437 0.2575
C 4.46349 1.27012 2.98215 0.920 0.448 0.417 -0.4881
N 3.38745 2.08571 2.36305 -0.651 -0.561 -0.089 0.5356
O 3.34862 3.26841 2.59517 0.090 -0.232 -0.147 -0.3209
O 2.58738 1.46480 1.66658 0.336 0.346 0.257 -0.4230
H 4.06938 0.47593 3.60655 -0.409 0.030 -0.198 0.2345
H 5.06199 1.94203 3.59296 -0.084 -0.005 -0.031 0.2337
H 5.09525 0.85648 2.20081 -0.233 -0.024 -0.163 0.2303
C -1.31877 4.09552 -1.67752 -0.991 1.630 -0.736 -0.5043
N -0.09201 3.28505 -1.72158 -1.105 -0.476 0.118 0.5433
O 0.60641 3.25139 -0.73620 0.452 -0.052 0.174 -0.3756
O 0.08143 2.65357 -2.74155 0.373 0.078 -0.124 -0.3821
H -1.42063 4.72456 -0.79959 0.460 -0.359 0.267 0.2409
H -2.25012 3.55481 -1.83454 0.458 -0.768 0.227 0.2494
H -1.29135 4.75602 -2.54890 0.303 -0.053 0.075 0.2356
C 0.05383 -4.95508 -0.69901 1.406 -0.123 0.322 -0.4960
N -0.99386 -4.09661 -0.11272 0.039 -0.614 0.325 0.5404
O -0.69540 -2.95019 0.14647 0.050 0.411 -0.131 -0.4084
O -2.06530 -4.60541 0.10811 -0.321 0.049 -0.073 -0.3454
H -0.11938 -6.00562 -0.49984 -0.685 0.036 -0.439 0.2361
H 0.99280 -4.73725 -0.19069 -0.181 0.401 0.072 0.2318
H 0.21913 -4.67021 -1.73408 -0.352 -0.216 -0.110 0.2468
C -3.29483 -1.64882 -1.48342 0.190 0.322 -1.476 -0.5011
N -4.72419 -1.56154 -1.12978 -0.563 -0.578 0.187 0.5287
O -5.46748 -0.99559 -1.91027 0.249 0.213 0.066 -0.3890
O -5.09784 -2.14835 -0.13352 0.224 0.256 0.026 -0.3662
H -2.64566 -1.75630 -0.62972 -0.193 -0.163 0.238 0.2435
H -3.05582 -0.79905 -2.11989 -0.023 0.307 0.485 0.2428
H -3.22443 -2.46603 -2.20479 -0.005 -0.395 0.493 0.2344
C 4.68058 -3.85281 -0.24578 0.424 -0.075 0.451 -0.4898
N 3.54332 -3.57931 -1.15427 0.123 -0.046 -0.432 0.5315
O 2.59039 -2.95062 -0.72874 0.202 -0.097 -0.035 -0.3941
O 3.67040 -3.98307 -2.29579 -0.292 0.190 0.401 -0.3593
H 5.12090 -4.80166 -0.53040 -0.025 0.026 -0.110 0.2403
H 4.37155 -3.86287 0.79490 -0.317 0.061 -0.129 0.2318
H 5.40775 -3.05453 -0.38122 -0.060 0.013 -0.157 0.2430
```
Forces are in eV/Å.

Computed properties:
SMILES: C[N+](=O)[O-].C[N+](=O)[O-].C[N+](=O)[O-].C[N+](=O)[O-].C[N+](=O)[O-].C[N+](=O)[O-].C[N+](=O)[O-].C[N+](=O)[O-].C[N+](=O)[O-]
Lowest unoccupied orbital energy (eV): -0.85
Orbital gap (eV): 9.9